No. 1
Here is a molecular structure, C22H28N6O5Ta from the Open Molecules 2025 dataset. Energies are from wB97M-V/def2-TZVPD.

XYZ file:
```
62
Properties=species:S:1:pos:R:3:mulliken_charge:R:1
Ta -0.42 -0.05 -0.15 1.335
O -0.23 -3.32 -2.93 -0.378
C -0.72 -2.20 -2.57 0.538
O -0.34 -1.64 -1.50 -0.924
C -1.75 -1.61 -3.51 -0.820
O -2.45 -0.55 -2.95 -0.261
C -3.59 -0.91 -2.17 -0.621
C -3.23 -1.10 -0.71 0.287
O -3.68 -1.88 0.06 -0.452
O -2.29 -0.15 -0.33 -0.230
H 0.47 -3.67 -2.34 0.430
H -1.19 -1.23 -4.37 0.363
H -2.38 -2.43 -3.87 0.505
H -4.29 -0.08 -2.24 0.352
H -4.08 -1.81 -2.55 0.439
C 1.28 1.62 -0.69 0.996
C 0.25 1.77 -1.67 0.729
C -0.93 2.18 -1.02 0.430
C -0.63 2.29 0.39 0.601
C 0.72 1.92 0.59 0.593
C 1.53 2.09 1.84 -1.679
C -1.59 2.87 1.38 -1.609
C -2.22 2.60 -1.64 -1.479
C 0.42 1.64 -3.16 -1.962
C 2.76 1.59 -0.92 -1.302
H 1.93 3.11 1.86 0.400
H 2.38 1.41 1.88 0.359
H 0.94 1.96 2.74 0.413
H -1.77 3.91 1.13 0.406
H -1.20 2.84 2.40 0.402
H -2.57 2.39 1.35 0.327
H -2.22 3.69 -1.77 0.385
H -3.08 2.35 -1.02 0.329
H -2.35 2.16 -2.63 0.435
H 0.56 2.62 -3.61 0.461
H -0.46 1.20 -3.63 0.325
H 1.30 1.05 -3.43 0.330
H 3.13 2.62 -0.81 0.373
H 3.04 1.28 -1.93 0.375
H 3.29 0.97 -0.20 0.351
N 2.39 -1.55 -1.57 -0.023
C 2.43 -1.65 -0.22 0.380
N 3.39 -2.38 0.29 -0.673
C 3.40 -2.55 1.62 0.162
N 4.36 -3.24 2.17 -0.265
N 2.42 -2.05 2.44 -0.686
C 1.49 -1.38 1.86 0.236
N 1.41 -1.09 0.52 0.558
C 0.33 -0.93 2.68 0.884
C 0.26 -1.14 4.04 -0.629
C -0.91 -0.80 4.71 -0.635
C -1.98 -0.29 3.99 -1.117
C -1.84 -0.11 2.62 0.100
N -0.69 -0.39 1.98 0.147
H 3.22 -1.88 -2.04 0.340
H 1.93 -0.76 -1.99 -0.041
H 5.10 -3.62 1.60 0.286
H 4.39 -3.37 3.17 0.272
H 1.11 -1.58 4.55 0.601
H -0.99 -0.94 5.78 0.527
H -2.92 -0.04 4.46 0.512
H -2.66 0.27 2.02 0.512
```

strongest force on any atom	1.10	eV/A
total charge	+3
lowest unoccupied orbital energy	-10.8	eV
E_tot	-43977.5615	eV
HOMO energy	-18.24	eV
multiplicity	1

No. 2
Here is C23H39N3O3S in the gas phase from the Open Molecules 2025 dataset. Energies are from wB97M-V/def2-TZVPD.

XYZ file:
```
69
Properties=species:S:1:pos:R:3:mulliken_charge:R:1
C -2.46 -0.63 -3.57 -0.750
C -2.05 0.82 -3.79 -0.734
C -2.32 1.71 -2.57 -0.375
H -3.35 1.55 -2.25 0.218
H -2.22 2.75 -2.87 0.235
C -1.35 1.40 -1.43 -0.050
N -1.53 2.12 -0.18 0.814
C -2.76 1.80 0.52 -1.124
H -3.63 1.78 -0.15 0.311
C -2.67 0.46 1.26 0.246
C -1.64 0.51 2.39 -1.026
N -0.31 0.63 1.85 0.308
C 0.67 -0.25 2.13 -0.098
O 0.56 -1.11 2.99 -0.752
C 1.92 -0.05 1.27 1.586
C 3.14 -0.78 1.83 -1.510
C 3.02 -2.30 1.70 -0.254
C 2.72 -2.68 0.25 -1.124
N 1.57 -1.98 -0.26 0.117
S 0.11 -2.77 -0.32 1.021
O -0.87 -1.77 -0.65 -0.722
O 0.27 -3.86 -1.24 -0.724
C -0.26 -3.53 1.30 -0.275
C -1.53 -4.35 1.17 -0.793
C -2.78 -3.48 1.14 -0.780
H -3.67 -4.09 1.04 0.445
H -2.86 -2.89 2.05 0.239
H -2.73 -2.80 0.29 0.019
H -1.46 -4.94 0.26 0.360
H -1.59 -5.04 2.02 0.363
H -0.33 -2.74 2.04 0.183
H 0.59 -4.17 1.51 0.526
C 1.64 -0.55 -0.16 -0.619
H 0.70 -0.16 -0.54 -0.420
H 2.45 -0.21 -0.82 0.643
H 2.52 -3.75 0.14 0.469
H 3.58 -2.43 -0.38 0.429
H 2.21 -2.63 2.35 0.184
H 3.95 -2.77 2.02 0.414
H 3.27 -0.52 2.89 0.447
H 4.03 -0.44 1.29 0.456
H 2.12 1.02 1.22 -0.194
H -0.27 1.26 1.05 -0.161
H -1.85 1.36 3.05 0.284
H -1.68 -0.41 2.99 0.528
H -3.65 0.22 1.68 0.400
H -2.39 -0.33 0.57 -0.275
H -2.95 2.58 1.26 0.469
C -1.27 3.56 -0.29 -1.313
C 0.19 3.78 -0.58 0.309
C 1.13 3.59 0.42 0.054
C 2.48 3.76 0.17 -0.478
C 2.91 4.11 -1.10 -0.623
C 1.99 4.31 -2.11 -0.677
C 0.64 4.15 -1.85 -0.364
H -0.08 4.31 -2.64 0.348
H 2.31 4.60 -3.09 0.402
H 3.97 4.24 -1.30 0.411
H 3.20 3.61 0.96 0.451
H 0.80 3.33 1.42 0.366
H -1.89 4.04 -1.07 0.514
H -1.51 4.02 0.67 0.592
H -0.33 1.61 -1.78 0.578
H -1.41 0.33 -1.20 -0.855
H -2.60 1.22 -4.64 0.368
H -0.98 0.86 -4.03 0.352
H -1.90 -1.09 -2.76 -0.085
H -2.28 -1.21 -4.47 0.406
H -3.52 -0.70 -3.33 0.292
```

strongest force on any atom	0.99	eV/A
lowest unoccupied orbital energy	0.7	eV
E_tot	-45933.0080	eV
HOMO energy	-8.65	eV
multiplicity	1
SMILES	CCCCN(CCCNC(=O)[C@H]1CCCN(S(=O)(=O)CCC)C1)Cc1ccccc1

No. 3
Here is 2 unconnected molecules or ions with the total composition C5H9NOS from the Open Molecules 2025 dataset. Energies are from wB97M-V/def2-TZVPD.

XYZ file:
```
17
Properties=species:S:1:pos:R:3:mulliken_spin:R:1
C -2.24 1.50 -0.11 -0.014
C -0.67 -0.79 0.71 1.001
C 0.31 -0.12 0.08 0.610
C 0.71 -0.18 -1.36 0.054
C 1.09 0.97 0.82 0.014
N -2.87 0.86 0.64 0.022
O -1.54 2.03 -0.86 0.012
S -1.78 -2.13 0.07 0.114
H -0.93 -0.61 1.85 -0.028
H 1.32 0.79 -1.59 0.001
H -0.33 -0.26 -1.75 0.008
H 1.25 -1.12 -1.44 0.043
H 0.53 1.18 1.76 -0.011
H 1.06 1.93 0.10 0.057
H 2.19 0.92 1.01 0.055
H -2.33 -1.50 -1.01 0.059
H -3.69 0.36 0.86 0.002
```

strongest force on any atom	11.06	eV/A
⟨S²⟩	2.009
lowest unoccupied orbital energy (alpha / beta)	0.6 / -1.9	eV
E_tot	-19697.7452	eV
HOMO energy (alpha / beta)	-4.85 / -9.59	eV
multiplicity	3

No. 4
Here is 2 unconnected molecules or ions with the total composition C4H11NO from the Open Molecules 2025 dataset. Energies are from wB97M-V/def2-TZVPD.

XYZ file:
```
17
Properties=species:S:1:pos:R:3:mulliken_charge:R:1
N 1.65 0.93 0.40 -0.388
C 0.38 0.64 1.15 -0.661
C -0.57 1.86 0.74 -0.533
C -0.08 2.31 -0.62 -0.489
C 1.15 1.42 -1.00 -0.556
H 2.71 0.89 0.36 0.243
H 0.48 0.57 2.15 0.457
H 0.05 -0.33 0.83 0.254
H -0.45 2.63 1.48 0.254
H -1.57 1.48 0.68 0.360
H 0.09 3.42 -0.98 0.289
H -0.98 2.18 -1.25 0.193
H 1.79 2.21 -1.07 0.311
H 1.20 0.81 -1.96 0.266
H -2.36 -7.06 -1.01 0.326
H -1.61 -7.28 0.37 0.307
O -1.88 -6.68 -0.25 -0.633
```

strongest force on any atom	4.21	eV/A
lowest unoccupied orbital energy	1.1	eV
E_tot	-7861.0617	eV
HOMO energy	-8.01	eV
multiplicity	1
SMILES	C1CCNC1.O